[1]
Below is a structure of composition C52H56N3O3PRbS2, with properties calculated with ωB97M-V/def2-TZVPD.

Cartesian coordinates (Å):
C -4.2105 -2.6438 6.4601
C 5.7407 1.6241 -2.6246
H 5.1893 3.2992 -0.4362
H 2.1945 2.1350 0.6555
H -6.7061 -3.3890 -1.4522
C 2.5450 -2.2526 0.5417
C 3.9676 0.8160 -1.1680
C 4.5628 1.4320 1.8420
C -6.5081 -2.8804 -0.5243
C -3.1100 -1.9798 6.0119
C -7.1095 -1.3562 1.2217
C -5.0930 -3.3046 5.5722
C 5.0791 3.6516 0.6196
H 1.9772 -1.4504 1.0179
C 5.5014 1.3339 2.8095
C 2.6180 3.0503 1.0924
H -1.3866 -2.0213 -4.8887
H -1.7552 4.1143 -1.4227
H 2.6009 -2.0346 -0.5656
H 6.8577 0.0488 3.9040
H 1.9019 5.1421 -3.2436
H 2.1581 -0.5620 -4.6539
H 3.7483 -2.9353 2.1479
H -2.5868 -1.3210 6.7003
O -1.3912 -1.7592 2.4815
C -1.4625 -4.3295 1.0230
H 5.8719 2.1866 3.3802
H 0.9252 6.2149 -2.1339
C 4.1294 2.8572 1.5486
O -1.7220 0.3195 3.7905
H 5.2664 -2.5240 -0.5079
H -1.6484 -7.7560 0.8746
H -5.6596 -0.9430 2.7440
H -1.9325 4.2564 1.7585
H 5.0854 2.4968 -4.4563
H -0.4598 5.0686 -4.3810
H 4.6181 -4.0890 0.0983
C 3.4110 1.9155 -3.3106
C -3.6702 -5.1562 1.6455
C -4.7808 -3.3108 4.2226
H -4.5177 -3.7382 -0.4889
H -4.0637 -7.2337 1.4612
C -3.3003 -6.4291 1.3505
H 1.2068 -1.9932 -4.9869
C -5.8713 -1.5001 1.8341
H 6.0668 0.5917 -0.7238
H -1.1522 5.6035 -2.1687
N -2.9846 2.5889 0.9715
C -0.8970 4.7905 -1.4994
H -7.7900 -0.7435 1.7163
H -4.3318 5.1781 2.5450
C 4.1567 0.2435 1.0663
O -0.2107 -1.4786 4.5563
S -1.4597 -1.1225 3.8844
H -0.8725 1.4834 -6.7047
C -4.2272 2.1859 0.8629
H -0.0188 -5.9839 0.5818
C 0.0859 3.3516 -3.3732
H 1.5869 0.1407 -1.0696
C 1.1773 -1.0045 -4.5049
H 0.7535 3.3864 -1.3393
C -0.8655 3.3708 -5.6199
H 0.0675 -0.2744 -6.1846
H 2.0164 3.4387 1.9412
C 2.9926 1.2405 -2.1648
H -4.4371 1.3279 0.2407
H -0.6346 5.1134 -0.5231
H -2.2651 -0.5729 -5.1905
C -2.9033 3.8155 1.6126
P -3.2769 -2.4223 2.0287
N 3.4801 0.2138 -0.0671
C -1.0569 -5.6680 0.8156
C -7.4367 -1.9989 0.0839
C -2.7982 -2.0308 4.6563
H 2.5892 3.7451 0.2511
C -4.9116 -2.3126 1.2556
C 0.2455 1.9041 -3.6093
C 5.4367 -1.0746 2.6889
C 4.9939 -3.1039 0.4013
C 0.3491 4.0946 -2.0627
C 4.4917 -1.0330 1.6572
C -4.1270 4.2780 2.0281
H -1.2014 3.9123 -6.4780
H -1.4644 -0.7441 -3.6339
H -8.4550 -1.9164 -0.3194
H 5.9494 -3.2007 0.9728
H 2.7221 2.1796 -4.0765
C -3.6685 -2.6651 3.7878
H 2.0518 -3.2147 0.5828
Rb -0.5797 0.6532 1.3013
S -5.4161 3.1586 1.6858
H -5.5487 -3.7257 3.4787
N 0.5368 1.1004 -2.5146
C -0.4599 4.0346 -4.4652
H 4.7269 4.6730 0.5322
H 2.1935 5.1194 -1.5407
H -6.0451 -3.6975 5.9351
C 1.4325 5.2426 -2.2538
H 6.0665 3.7286 1.0804
C 3.9102 -2.3705 1.1931
C -5.2209 -3.0194 0.0275
C 5.9767 0.0654 3.2585
C 4.7540 2.0848 -3.5360
C -2.7375 -4.0509 1.5232
H 6.7851 1.9216 -2.8369
C -1.3220 -0.9258 -4.7056
C -0.1238 1.2484 -4.8147
C 5.3373 1.0152 -1.4561
H 5.6892 -2.0285 3.1203
H -4.7378 -4.9271 1.9078
H -0.7401 -3.4730 0.8572
H 0.9147 -1.0891 -3.4438
C -0.0230 -0.2433 -5.1149
H 4.1484 3.3548 2.5527
H -4.4232 -2.7033 7.5203
C -1.9927 -6.6912 0.9629
C -0.7136 2.0317 -5.7819
C 1.6354 0.8296 -1.9130

As for the net charge: -1. The value obtained for the energy is -97059.2557 eV.

---

[2]
Below is an isolated molecule of C4H3OP, with properties calculated with ωB97M-V/def2-TZVPD.

Cartesian coordinates (Å):
C -0.3762 -0.1526 -0.0503
C -1.7549 0.0115 0.0929
H -1.0010 2.1428 -0.0192
H -2.7714 -0.4850 0.3192
H 0.3724 -2.0163 -0.3654
C -1.0008 1.1058 0.0149
P 2.2016 0.3187 -0.0521
C 0.6420 -0.9781 -0.1327
O 3.6883 0.0532 0.1927

Its energy relative to the best compared isomer or geometry (same formula, charge and spin) is 59.4 kcal per mole. The value obtained for the energy is -15528.3475 eV. As for the SMILES: O=PC=C1C=C1.

---

Across the entries above, HOMO-LUMO gap takes the values 5.5 8.4 eV, respectively.